Density functional theory data (the ωB97M-V functional and the def2-TZVPD basis) for C46H40FN2O3P2Pt as an isolated structure at a distorted geometry.

```
95
Properties=species:S:1:pos:R:3:forces:R:3:mulliken_spin:R:1
Pt 16.175718 11.158640 10.040930 0.555 -0.269 0.602 -0.0467
C 18.273695 10.031579 12.652602 -0.078 -0.159 0.360 -0.0145
N 19.574818 10.516337 12.074596 -0.744 1.824 2.270 0.4465
C 19.473689 11.556735 11.029053 1.978 -0.309 -0.798 -0.0141
P 18.363495 11.216869 9.591472 -2.205 -1.052 -0.126 0.0415
C 18.700743 12.480898 8.365806 1.036 -0.152 0.295 0.0028
C 19.366834 13.682667 8.685096 0.877 -0.711 -0.084 0.0029
C 19.781535 14.544900 7.663177 -1.125 -0.976 -0.106 0.0005
C 19.429407 14.250417 6.341756 -1.871 -0.072 -0.089 0.0006
C 18.651320 13.113022 6.062004 1.294 -0.611 0.621 0.0007
C 18.387906 12.161189 7.053484 0.112 1.056 -1.051 0.0000
C 18.833635 9.567696 8.944595 0.905 0.349 0.771 -0.0058
C 18.097450 8.351019 9.028974 0.041 1.354 -0.447 -0.0049
C 18.750192 7.202767 8.573631 0.038 -0.154 -0.533 0.0023
C 20.063490 7.205655 8.045540 -1.563 1.525 1.138 -0.0008
C 20.736176 8.431113 8.004067 -0.112 -1.476 -0.412 -0.0007
C 20.154968 9.576256 8.482252 0.027 0.285 -0.278 0.0022
C 20.613642 10.618822 13.016223 0.177 -0.480 -0.737 0.0969
C 21.545476 11.689586 13.091513 1.039 0.318 0.615 0.2126
C 22.707967 11.628949 13.937960 -1.127 1.202 -1.772 -0.0505
C 22.919280 10.578308 14.770258 -0.873 -1.777 1.285 0.1922
C 21.879376 9.565703 14.814236 0.783 -1.218 0.301 -0.0585
C 20.832881 9.535021 13.931931 0.281 1.072 -0.010 0.0953
P 16.763336 11.156790 12.237358 -1.416 -1.509 -0.450 0.0842
C 17.075926 12.752644 12.983490 0.906 -0.297 1.291 -0.0183
C 16.415329 13.855350 12.464145 -0.236 0.567 0.196 0.0054
C 16.359599 15.037406 13.196784 -0.157 0.097 1.518 0.0062
C 16.890833 15.096613 14.518308 0.799 -0.599 -2.155 0.0025
C 17.696963 14.042388 14.931235 0.731 -0.797 0.469 -0.0008
C 17.803491 12.855420 14.210019 -1.627 1.089 -1.455 0.0016
C 15.465718 10.341048 13.322400 0.890 0.591 -1.495 -0.0087
C 14.150069 10.759065 13.097165 -0.578 1.298 1.848 0.0063
C 13.158380 10.381141 14.046040 0.604 -0.271 -0.604 0.0009
C 13.455098 9.535118 15.112576 0.215 -1.070 -0.106 0.0028
C 14.754192 9.022129 15.182751 0.222 0.634 -1.053 0.0013
C 15.769045 9.382767 14.270509 -0.818 -1.088 1.306 -0.0045
H 18.399972 9.949790 13.772786 -0.273 0.091 -1.390 -0.0076
H 18.003814 9.034825 12.244879 0.151 0.546 0.091 0.0272
H 20.505309 11.563098 10.612590 -0.584 0.485 0.116 -0.0112
H 19.206079 12.571717 11.402388 0.129 -0.728 0.220 0.0173
H 19.752624 13.793564 9.714739 -0.466 0.420 -0.645 -0.0010
H 20.276935 15.452363 7.888185 0.552 0.666 0.241 -0.0001
H 19.481656 14.987245 5.542935 0.729 -0.103 0.193 0.0001
H 18.410089 12.759338 5.068727 -0.132 0.699 -0.216 0.0001
H 17.953420 11.256593 6.657025 -0.224 -0.237 0.800 0.0002
H 17.007915 8.397349 9.305488 1.317 -0.273 -0.186 0.0074
H 18.183634 6.284938 8.483290 -0.009 -0.074 0.304 0.0002
H 20.466232 6.280210 7.708211 0.419 -0.356 -0.372 -0.0001
H 21.675414 8.479607 7.503146 0.732 0.053 -0.024 0.0000
H 20.768538 10.490873 8.393964 -0.679 -0.297 0.153 -0.0008
H 21.338660 12.641266 12.608013 0.132 -0.315 -0.255 0.0010
H 23.431541 12.448987 13.889221 -0.442 -0.215 0.033 0.0021
H 23.799000 10.506856 15.454995 -0.898 0.085 -0.797 0.0021
H 21.959606 8.653771 15.469644 0.203 1.286 -0.579 -0.0007
H 20.167483 8.706691 13.892713 -0.293 -0.617 0.117 0.0019
H 15.873286 13.830258 11.521468 0.234 -0.294 0.017 0.0122
H 15.811150 15.872744 12.773708 0.112 0.001 0.166 0.0004
H 16.917306 15.975855 15.122004 -0.473 0.564 0.114 -0.0001
H 18.316274 14.111519 15.832358 -0.532 0.160 -0.131 -0.0001
H 18.350399 12.017413 14.570505 0.412 -0.431 0.398 0.0009
H 13.901642 11.598700 12.411721 0.287 -1.130 0.186 0.0009
H 12.151272 10.711727 13.893264 -0.373 0.237 -0.073 -0.0022
H 12.707656 9.059375 15.809355 0.650 1.148 -0.855 0.0004
H 14.981827 8.302213 15.921126 0.207 -0.731 0.682 -0.0004
H 16.681475 8.756860 14.322391 -0.369 0.960 -0.056 -0.0011
C 11.021103 14.866622 6.212712 0.708 -0.355 -1.334 -0.0028
C 10.514659 13.814739 7.149929 -0.529 -1.639 0.379 -0.0013
C 9.414355 14.374621 8.105656 0.405 -0.911 -0.049 0.0018
C 8.738652 13.200500 8.814668 -0.489 -0.511 -1.139 -0.0084
C 9.744036 12.237715 9.348100 1.522 0.512 -0.782 -0.0064
C 9.317707 11.241541 10.196431 -1.029 -1.393 1.699 0.1677
C 10.220121 10.361064 10.770628 0.010 -0.113 0.356 -0.0838
F 9.827967 9.412750 11.718845 0.091 1.045 -1.164 -0.0027
C 11.572496 10.423566 10.481205 -1.775 0.322 0.886 0.1516
C 12.034424 11.401574 9.626818 -0.694 1.205 -1.589 0.0291
C 13.405046 11.428779 9.273948 -1.510 1.443 -0.561 0.1291
O 14.159889 10.888700 10.144231 3.022 -1.637 2.168 0.1171
C 13.842304 12.211904 8.180507 -1.062 0.018 -1.738 0.0114
C 12.886810 12.949764 7.520360 -1.512 0.489 1.011 0.1833
N 11.542478 13.065530 7.917042 2.096 1.015 0.336 0.0630
C 11.109742 12.337368 9.020347 -0.728 -2.131 0.233 0.0992
C 15.061802 11.857029 7.389262 0.698 1.396 -1.468 0.0045
O 15.285242 12.282232 6.223294 -0.466 -1.223 2.828 -0.0034
O 15.898134 11.047263 8.024437 0.057 0.186 -0.415 0.0157
H 10.117920 15.313626 5.816342 -0.041 0.172 -0.463 -0.0014
H 11.644711 14.469785 5.345366 -0.834 0.460 1.148 0.0022
H 11.565209 15.673536 6.691912 0.222 -0.024 0.298 0.0025
H 10.058179 12.955808 6.590102 -0.165 0.989 -0.105 0.0018
H 8.661022 14.919104 7.520574 0.438 0.126 0.225 -0.0003
H 9.903278 14.994848 8.861100 -0.118 0.337 -0.190 0.0027
H 8.052432 12.673126 8.087130 0.604 0.477 0.681 0.0024
H 8.130876 13.478386 9.664698 -0.348 0.516 0.045 -0.0018
H 8.250701 11.161905 10.462614 0.600 0.074 -0.137 0.0190
H 12.198443 9.770343 11.008685 1.040 -0.811 0.333 0.0517
H 13.144255 13.554869 6.692537 0.290 0.152 -0.864 0.0280
```
Positions in Å, forces in eV/Å.

**Net charge**: +1
**Frontier orbital gap (spin up / spin down)**: 2.69 / 1.80 eV
**LUMO energy (spin up / spin down)**: -3.135 / -7.065 eV
**2S+1**: 3



Density functional theory data (the ωB97M-V functional and the def2-TZVPD basis) for C40H37Cl5IPSeSiZr as an isolated structure.

```
87
Properties=species:S:1:pos:R:3:forces:R:3:lowdin_charge:R:1
Zr 0.223751 -0.090745 -0.042734 0.542 0.375 0.384 0.9534
C 1.358819 -3.673933 -0.818135 -0.065 0.022 0.013 -0.0182
C 1.252031 -2.649254 0.271378 0.087 0.015 -0.035 -0.3086
C 2.255366 -1.695276 0.467297 0.166 -0.103 0.081 -0.1259
C 2.278025 -0.876919 1.620551 0.052 -0.037 -0.160 -0.3508
C 3.417614 0.060801 1.910577 0.018 -0.027 0.035 -0.0677
C 1.237238 -1.005773 2.532013 0.016 0.085 -0.004 -0.0795
C 0.181677 -1.906837 2.344312 0.025 0.022 -0.064 -0.2859
C -0.876869 -2.032053 3.392522 -0.036 0.023 -0.029 -0.0323
C 0.189158 -2.689692 1.190153 0.034 -0.055 -0.114 -0.0321
H 1.977292 -3.326004 -1.642286 0.013 -0.021 0.001 0.0739
H 0.377752 -3.954291 -1.199527 0.002 -0.020 0.004 0.0885
H 1.823192 -4.570989 -0.403296 -0.002 -0.007 0.000 0.1131
H 3.095796 -1.665265 -0.216229 -0.024 0.028 -0.032 0.1257
H 3.733203 -0.057051 2.947196 0.022 -0.034 -0.010 0.1054
H 3.118323 1.106392 1.800932 -0.011 -0.002 0.028 0.0532
H 4.274655 -0.136807 1.270083 -0.008 0.026 -0.016 0.0848
H 1.256311 -0.401185 3.430625 -0.042 0.029 -0.023 0.1367
H -0.411187 -2.161280 4.370165 -0.007 -0.020 0.006 0.1078
H -1.539893 -2.872205 3.201618 0.000 0.000 -0.006 0.0908
H -1.473607 -1.118817 3.431565 0.009 0.010 0.009 0.0531
H -0.597944 -3.417965 1.033111 -0.054 0.060 0.006 0.1434
I 2.621548 1.462593 -1.084787 -0.185 0.033 0.313 1.2541
C 2.456646 1.488737 -3.166920 0.002 -0.030 -0.277 -0.6277
C 3.614537 1.071422 -3.767427 0.001 0.015 -0.040 -0.1627
C 3.788671 1.209038 -5.156545 -0.040 -0.009 0.040 -0.0426
C 2.813304 1.826822 -5.874073 -0.008 0.006 0.023 0.0021
C 1.613780 2.271123 -5.262932 -0.019 0.022 -0.134 -0.1425
C 0.680217 2.971440 -6.064609 0.007 -0.003 0.072 0.0054
C -0.474670 3.448957 -5.527563 0.022 -0.011 -0.034 -0.0267
C -0.774298 3.147422 -4.190876 -0.108 -0.054 -0.018 -0.0730
C 0.066067 2.424801 -3.373994 0.069 0.004 -0.039 -0.2907
P -0.727040 1.982990 -1.770737 0.061 -0.355 -0.104 0.9627
C -2.352163 1.305725 -2.239653 -0.005 0.076 0.024 -0.3777
C -3.392889 1.379583 -1.314128 -0.015 -0.076 0.112 -0.1337
C -4.609964 0.769043 -1.575318 -0.038 -0.052 -0.021 -0.0641
C -4.793651 0.055911 -2.751352 0.008 0.039 -0.002 -0.0586
C -3.753183 -0.043433 -3.666555 0.001 0.056 0.023 -0.0538
C -2.539635 0.579121 -3.415240 -0.013 0.044 -0.019 -0.0895
C -1.062334 3.634747 -1.075993 0.119 0.023 0.005 -0.3954
C 0.004160 4.346600 -0.522068 -0.011 -0.008 0.008 -0.1345
C -0.163453 5.655201 -0.104898 -0.056 0.006 0.039 -0.0649
C -1.406806 6.267986 -0.220426 0.052 -0.010 0.013 -0.0538
C -2.467731 5.568461 -0.769527 -0.020 0.013 -0.025 -0.0594
C -2.297739 4.259241 -1.205708 -0.046 0.106 -0.062 -0.1015
C 1.355061 2.048539 -3.878501 0.024 -0.001 0.112 -0.2184
H 4.423851 0.662762 -3.177487 -0.008 0.000 0.018 0.0922
H 4.702950 0.867920 -5.620390 0.003 -0.003 -0.001 0.1224
H 2.937253 2.003759 -6.934593 0.009 -0.001 -0.003 0.1293
H 0.921701 3.137602 -7.106486 -0.007 -0.003 -0.007 0.1291
H -1.175446 4.017727 -6.122535 -0.004 0.001 0.008 0.1230
H -1.735829 3.469251 -3.811140 -0.018 -0.011 0.038 0.1127
H -3.258850 1.913605 -0.379155 0.013 -0.059 -0.030 0.0894
H -5.414583 0.846435 -0.855705 0.000 -0.003 -0.001 0.1191
H -5.743758 -0.419679 -2.955549 -0.002 -0.006 0.000 0.1189
H -3.887286 -0.601779 -4.584072 -0.007 -0.005 -0.018 0.1215
H -1.740978 0.486389 -4.139984 0.053 0.060 -0.041 0.1124
H 0.979456 3.887949 -0.426598 0.007 -0.023 0.001 0.0466
H 0.676613 6.202098 0.303158 -0.004 -0.005 0.009 0.1160
H -1.540324 7.291004 0.104459 0.001 0.005 0.001 0.1166
H -3.433732 6.043668 -0.877447 -0.006 -0.003 0.002 0.1183
H -3.137962 3.747144 -1.654604 0.054 0.056 -0.010 0.1020
Cl 0.775838 -1.112114 -2.970277 -0.057 -0.016 0.148 0.7790
C -0.747259 -1.792940 -2.436378 -0.016 -0.136 -0.071 -0.7028
C -1.178175 -1.358173 -1.205463 -0.256 -0.030 0.151 -0.3978
C -2.392383 -1.841456 -0.755777 -0.204 0.092 -0.051 -0.6837
Cl -2.924370 -1.311070 0.811421 -0.027 -0.100 -0.068 0.7554
C -3.181838 -2.692527 -1.520573 0.103 -0.054 -0.011 -0.7040
Cl -4.710664 -3.205482 -0.956821 -0.003 -0.014 -0.015 0.7549
C -2.697021 -3.122776 -2.764915 -0.019 -0.033 0.026 -0.6985
Cl -3.639732 -4.166890 -3.730285 -0.014 -0.008 -0.016 0.7613
C -1.454463 -2.684164 -3.230779 0.030 0.146 0.032 -0.7182
Cl -0.835010 -3.179155 -4.745372 -0.025 -0.014 -0.024 0.7530
C -3.149310 3.362464 2.457749 0.046 -0.044 -0.084 -0.1924
Si -1.611679 2.763932 3.299344 -0.187 0.151 0.192 0.2778
C -1.895494 1.527455 4.653156 0.016 -0.020 -0.015 -0.2075
C -0.384864 4.084120 3.718605 0.009 -0.008 0.014 -0.2022
Se -0.478679 1.575912 1.610942 -0.017 -0.144 -0.235 0.4357
H -3.715908 4.061816 3.075795 0.058 -0.015 0.094 0.0531
H -3.800933 2.517674 2.224466 -0.011 0.031 -0.061 0.0390
H -2.878665 3.877115 1.532653 -0.059 -0.014 -0.004 0.0145
H -2.229908 2.014860 5.572021 -0.017 0.083 -0.041 0.0517
H -0.968243 1.000720 4.884567 -0.031 -0.037 0.030 0.0288
H -2.661774 0.805018 4.367855 0.031 -0.042 0.008 0.0356
H -0.832134 4.845910 4.361670 -0.063 -0.045 0.010 0.0527
H -0.039640 4.576399 2.809413 0.054 0.034 -0.008 0.0203
H 0.470708 3.662600 4.248409 0.038 0.029 -0.051 0.0428
```
Positions in Å, forces in eV/Å.

**Net charge**: +2
**Frontier orbital gap**: 7.20 eV
**LUMO energy**: -6.201 eV



Density functional theory data (the ωB97M-V functional and the def2-TZVPD basis) for a 2-piece molecular cluster, C5H12O overall at a distorted geometry.

```
18
Properties=species:S:1:pos:R:3:forces:R:3:lowdin_charge:R:1
C 0.614586 1.161711 -0.625459 0.153 0.739 -2.189 -0.2237
C 0.435480 1.868301 0.692544 0.156 0.397 1.528 -0.2017
C 0.451847 0.742035 1.743774 0.313 -0.580 1.129 -0.2108
C 0.203623 -0.557224 0.995761 -0.518 -0.834 -0.266 -0.2276
C 0.730119 -0.330498 -0.423356 -0.320 -1.346 0.532 -0.2132
H 1.524371 1.499729 -1.157890 -0.577 0.162 0.134 0.1101
H -0.258452 1.412849 -1.258063 0.529 -0.260 0.011 0.1129
H -0.507642 2.441248 0.780264 0.489 -0.252 -0.316 0.1099
H 1.272205 2.564479 0.894226 -0.543 -0.191 -0.094 0.1069
H -0.308230 0.805784 2.546068 0.502 0.449 -0.296 0.1074
H 1.445654 0.672398 2.226427 -0.419 0.208 -0.107 0.1090
H -0.885264 -0.749079 0.941391 0.411 0.014 0.101 0.1115
H 0.683604 -1.459756 1.420607 -0.361 0.531 0.155 0.1098
H 1.757619 -0.740412 -0.464104 -0.347 0.522 -0.272 0.1116
H 0.098210 -0.938378 -1.099099 0.522 0.434 -0.055 0.0952
O -2.719981 -2.537788 -2.350323 0.927 -0.793 -0.159 -0.0894
H -1.755454 -2.344901 -2.377516 -1.027 -0.249 0.019 0.0342
H -2.782295 -3.510498 -2.485252 0.109 1.050 0.145 0.0480
```
Positions in Å, forces in eV/Å.

**Net charge**: 0
**Frontier orbital gap**: 11.78 eV
**SMILES**: C1CCCC1.O
**LUMO energy**: 0.812 eV